This record from OMol25 describes a structure of composition C25H21Br2N6NaO3S. The level of theory is wB97M-V/def2-TZVPD.

XYZ file:
```
59
Properties=species:S:1:pos:R:3:forces:R:3
Na -0.193102 -0.249037 -1.005519 0.27 -0.22 0.11
C -3.182254 -2.069232 4.781594 -1.48 -1.81 0.06
C -3.304446 -2.760663 3.426952 1.04 -0.05 -1.18
N -2.041228 -2.700642 2.669235 -1.07 -0.83 1.17
C -1.574083 -1.635237 1.997963 0.88 1.54 -0.32
S 0.068351 -1.755441 1.545028 0.08 0.09 -0.26
N -2.375421 -0.544465 1.890780 -0.76 -2.06 0.69
N -2.033207 0.295071 0.947688 0.26 1.60 -0.43
C -2.640967 1.460157 0.901467 0.21 -1.84 1.10
C -3.800419 1.786239 1.867437 1.38 -0.38 -0.80
C -2.036323 2.373103 -0.044020 0.07 2.42 -0.03
C -2.101749 3.799986 0.196231 -0.01 -1.27 -0.78
C -1.463689 4.658177 -0.681862 -0.35 -1.66 -0.03
C -0.848175 4.099034 -1.787757 0.64 0.69 -0.73
C -0.836443 2.728700 -1.976803 0.02 0.73 -0.19
N -1.368404 1.900469 -1.100694 -0.34 -0.62 -0.07
H -4.177989 -2.122829 5.245126 0.12 0.14 0.17
H -2.939676 -1.049017 4.651698 0.59 1.00 -0.10
H -2.509581 -2.622973 5.438733 0.25 0.31 -0.06
H -4.053932 -2.290800 2.794111 -0.12 0.18 0.15
H -3.542457 -3.840148 3.439959 -0.11 0.44 0.57
H -1.309415 -3.313478 3.007108 -0.10 0.16 -0.33
H -3.811905 0.981304 2.608945 -0.24 0.20 -0.24
H -4.704714 1.825217 1.280486 -0.58 -0.05 -0.01
H -3.671069 2.732414 2.364584 0.07 0.48 0.24
H -2.691743 4.178859 1.007319 -0.05 0.08 0.38
H -1.495363 5.703963 -0.563810 0.00 1.14 0.27
H -0.351988 4.737272 -2.522429 -0.17 -0.16 0.16
H -0.413326 2.354033 -2.920062 -0.03 -0.33 0.69
Br 4.092650 0.033118 -4.117093 0.16 -0.06 -0.53
C 4.089555 0.986973 -2.523559 -0.35 0.95 2.57
C 5.180259 1.697471 -2.020738 0.17 -0.63 -0.67
C 5.211568 2.207757 -0.744406 -0.86 0.09 0.24
Br 6.809440 2.991456 -0.159333 0.81 0.48 0.25
C 4.092809 2.169553 0.127939 -0.30 0.31 -0.37
C 4.034853 2.776756 1.426868 -0.92 -0.98 -0.03
C 2.916578 2.535777 2.211627 -0.20 -0.48 -1.58
C 1.798846 1.822111 1.604080 0.85 1.16 2.26
N 1.806934 1.437615 0.382605 -0.69 -0.96 -0.98
C 2.906209 1.542999 -0.370780 1.47 0.23 0.30
C 2.903667 0.848339 -1.667712 0.83 0.47 -1.43
O 1.934198 0.217247 -2.073404 -1.24 -0.55 0.08
H 6.081414 1.829347 -2.616548 -0.16 -0.19 -0.05
H 4.890459 3.342993 1.765680 -0.01 -0.02 0.19
H 2.847710 2.872919 3.232856 -0.02 0.13 0.13
H 0.922165 1.584232 2.229727 0.29 0.17 -0.47
O -2.216079 -2.712428 -4.037239 -1.12 1.00 -0.58
C -1.522251 -2.172218 -3.160436 0.47 -1.20 0.67
O -1.590324 -1.106144 -2.523039 -0.44 0.06 -0.61
C -0.380990 -3.132803 -2.789464 0.49 -1.21 -0.75
C -0.434496 -4.494195 -3.255698 -1.72 0.93 0.56
C 0.596701 -5.348862 -2.996623 -0.04 -0.39 -0.39
C 1.744330 -4.802736 -2.421346 0.49 -0.23 -0.18
C 1.726751 -3.481535 -2.020265 0.39 0.37 0.83
N 0.672257 -2.672829 -2.155717 0.06 0.07 0.13
H -1.406754 -4.806517 -3.686795 0.94 0.19 0.15
H 0.500991 -6.419708 -3.269905 0.32 0.75 0.18
H 2.646631 -5.403852 -2.370968 -0.01 0.11 0.38
H 2.548635 -3.002872 -1.459801 -0.13 -0.51 -0.53
```
Forces are in eV/Å.

The calculation puts the frontier orbital gap at 0.2061 Ha. The calculation puts the energy above the lowest of the compared OMol25 structures with the same formula, charge and spin at 0.0 kcal per mole. Its charge is -2. The LUMO energy is 3.95 eV. The total energy is -7228.1726 hartree. Its HOMO energy is -1.65 eV.

Let us look at the Mulliken charges, expressed in e, one per atom: number 1, Na, carries 0.804; number 2, C, carries -1.009; number 3, C, carries -0.566; number 4, N, carries -0.201; number 5, C, carries 0.261; number 6, S, carries -0.562; number 7, N, carries -1.025; number 8, N, carries 0.784; number 9, C, carries -0.078; number 10, C, carries -1.230; number 11, C, carries 0.617; number 12, C, carries -0.762; number 13, C, carries -0.454; number 14, C, carries -0.706; number 15, C, carries -0.141; number 16, N, carries 0.067; number 17, H, carries 0.307; number 18, H, carries 0.305; number 19, H, carries 0.297; number 20, H, carries 0.296; number 21, H, carries 0.396; number 22, H, carries 0.230; number 23, H, carries 0.286; number 24, H, carries 0.252; number 25, H, carries 0.346; number 26, H, carries 0.250; number 27, H, carries 0.470; number 28, H, carries 0.322; number 29, H, carries 0.400; number 30, Br, carries -0.210; number 31, C, carries -0.427; number 32, C, carries -0.270; number 33, C, carries 0.224; number 34, Br, carries -0.340; number 35, C, carries 0.449; number 36, C, carries -0.854; number 37, C, carries -0.805; number 38, C, carries -0.226; number 39, N, carries 0.331; number 40, C, carries -0.182; number 41, C, carries 0.612; number 42, O, carries -0.589; number 43, H, carries 0.352; number 44, H, carries 0.323; number 45, H, carries 0.376; number 46, H, carries 0.303; number 47, O, carries -0.819; number 48, C, carries 0.287; number 49, O, carries -0.651; number 50, C, carries 0.559; number 51, C, carries -0.682; number 52, C, carries -0.181; number 53, C, carries -0.682; number 54, C, carries -0.294; number 55, N, carries 0.038; number 56, H, carries 0.333; number 57, H, carries 0.321; number 58, H, carries 0.336; number 59, H, carries 0.412